Density functional theory data (wB97M-V/def2-TZVPD) for a cluster of 15 separate species, C60H104O38S7 in total.

Each line ends with the Mulliken charge.
Atoms and positions in Å:
C: 21.860 17.941 17.245  -0.866
C: 21.675 16.522 17.702  0.470
C: 21.480 16.303 19.151  -0.839
O: 20.435 15.311 19.247  -0.396
C: 19.803 15.325 18.060  -0.562
O: 18.731 14.776 17.874  -0.552
O: 20.458 16.016 17.154  0.809
H: 21.111 18.693 17.612  0.221
H: 21.748 17.946 16.112  -0.223
H: 22.923 18.229 17.512  0.480
H: 22.513 15.993 17.278  0.551
H: 21.184 17.195 19.691  0.237
H: 22.335 15.997 19.768  0.416
C: 17.726 8.669 13.018  -1.377
C: 17.528 9.918 12.120  0.923
C: 17.494 11.283 12.755  1.033
O: 18.271 12.088 11.886  0.282
C: 19.009 11.300 11.066  0.234
O: 19.831 11.609 10.271  -0.548
O: 18.622 10.008 11.237  -0.452
H: 18.116 7.842 12.433  0.468
H: 16.793 8.368 13.548  0.015
H: 18.506 8.860 13.718  0.397
H: 16.594 9.846 11.514  0.190
H: 17.962 11.349 13.741  -0.177
H: 16.493 11.695 12.759  -1.047
C: 18.798 20.319 13.860  -1.492
C: 20.043 19.570 14.410  1.490
C: 20.292 18.238 13.638  0.903
O: 21.699 18.277 13.526  -0.493
C: 22.182 19.500 13.749  0.590
O: 23.361 19.751 13.625  -0.636
O: 21.232 20.303 14.144  -0.443
H: 18.020 19.553 14.028  0.196
H: 18.828 20.492 12.772  0.293
H: 18.493 21.167 14.484  0.495
H: 20.020 19.364 15.454  -0.293
H: 19.836 18.342 12.692  -0.747
H: 20.022 17.332 14.214  -0.067
C: 15.283 17.922 18.001  -1.865
C: 16.682 17.364 18.201  2.845
C: 17.751 18.246 17.573  0.211
O: 18.844 18.047 18.523  -0.463
C: 18.238 17.750 19.720  0.391
O: 18.764 17.942 20.745  -0.602
O: 17.029 17.312 19.546  -0.550
H: 15.121 18.835 18.534  0.997
H: 14.498 17.217 18.260  -0.190
H: 15.134 18.178 16.944  -0.529
H: 16.813 16.368 17.801  -0.706
H: 17.607 19.307 17.548  0.520
H: 18.004 17.912 16.582  -0.094
C: 14.238 10.122 17.446  0.009
C: 15.580 9.529 17.789  0.460
C: 15.991 8.407 16.817  -0.481
O: 17.216 8.839 16.216  -0.320
C: 17.547 10.060 16.708  0.427
O: 18.453 10.757 16.458  -0.471
O: 16.632 10.491 17.630  -0.080
H: 13.525 9.342 17.615  0.548
H: 14.272 10.456 16.413  -0.457
H: 13.933 11.004 18.076  -0.221
H: 15.598 9.195 18.840  0.276
H: 15.284 8.247 16.013  0.021
H: 16.162 7.477 17.324  0.413
C: 13.488 18.162 9.165  -1.253
C: 12.500 17.907 10.269  0.837
C: 13.213 17.545 11.600  1.589
O: 12.471 18.307 12.615  0.124
C: 11.813 19.266 12.034  0.178
O: 11.232 20.136 12.660  -0.609
O: 11.720 19.100 10.684  -0.451
H: 14.230 18.884 9.478  0.264
H: 13.029 18.524 8.245  0.431
H: 14.111 17.276 8.994  0.177
H: 11.840 17.048 10.114  0.301
H: 14.281 17.843 11.589  -0.779
H: 13.064 16.503 11.849  -0.896
C: 10.551 11.067 13.306  -1.151
C: 11.615 10.315 13.944  0.906
C: 12.044 8.870 13.463  -0.649
O: 13.430 8.871 13.671  -0.394
C: 13.838 10.114 13.988  -0.280
O: 14.995 10.373 14.108  0.177
O: 12.811 10.977 14.003  0.316
H: 10.364 10.877 12.234  0.340
H: 10.767 12.140 13.450  0.031
H: 9.711 10.926 13.979  0.426
H: 11.350 10.250 14.970  -0.071
H: 11.943 8.570 12.411  0.304
H: 11.662 8.073 14.064  0.309
C: 14.373 20.144 14.700  -0.209
C: 14.565 20.741 13.281  0.087
C: 15.626 21.850 13.190  -0.319
O: 16.261 21.676 11.911  -0.396
C: 16.199 20.351 11.720  -0.155
O: 16.840 19.709 10.975  -0.476
O: 15.259 19.806 12.467  0.519
H: 13.911 20.881 15.381  0.612
H: 15.277 19.781 15.130  -0.169
H: 13.620 19.311 14.784  -0.574
H: 13.673 21.000 12.719  0.433
H: 16.349 21.602 13.973  0.117
H: 15.168 22.895 13.337  0.351
C: 18.299 16.493 10.878  2.403
C: 19.127 17.629 10.388  -0.971
C: 18.995 17.618 8.811  -0.911
S: 18.669 15.909 8.400  1.210
O: 19.740 15.367 7.584  -0.732
O: 17.311 15.772 7.914  -0.682
C: 18.713 15.304 10.135  -0.251
H: 17.258 16.783 10.745  -0.416
H: 18.474 16.335 11.967  -0.772
H: 20.183 17.453 10.597  0.494
H: 18.766 18.553 10.788  -0.004
H: 19.853 17.884 8.180  0.441
H: 18.179 18.278 8.631  0.423
H: 19.731 14.998 10.393  0.047
H: 18.042 14.474 10.097  -0.084
C: 8.816 18.158 16.331  0.000
C: 9.411 19.161 15.349  -1.163
C: 10.905 18.868 15.378  -0.115
S: 11.313 18.611 17.115  0.909
O: 11.735 19.972 17.571  -0.767
O: 12.098 17.368 17.227  -0.118
C: 9.561 18.298 17.633  -0.886
H: 8.835 17.094 15.928  -0.164
H: 7.766 18.312 16.374  0.568
H: 9.245 20.181 15.699  0.337
H: 9.041 19.010 14.379  0.453
H: 11.557 19.631 14.929  0.270
H: 11.163 17.976 14.765  0.104
H: 9.152 19.178 18.127  0.435
H: 9.633 17.441 18.282  0.306
C: 10.270 13.210 16.194  -0.307
C: 10.888 12.331 17.343  0.436
C: 10.430 12.920 18.687  -0.340
S: 9.019 13.934 18.381  1.164
O: 8.820 14.949 19.345  -0.675
O: 7.866 13.138 17.998  -0.718
C: 9.703 14.509 16.841  -0.200
H: 9.424 12.634 15.821  0.114
H: 10.961 13.409 15.402  0.129
H: 11.961 12.395 17.295  -0.627
H: 10.589 11.275 17.201  0.381
H: 11.242 13.462 19.154  -0.238
H: 10.124 12.190 19.518  0.525
H: 10.397 15.318 17.039  -0.170
H: 8.814 14.961 16.373  0.453
C: 14.598 14.523 9.976  0.938
C: 15.113 13.336 10.788  -0.141
C: 14.135 13.238 11.941  0.751
S: 12.513 13.345 11.066  1.448
O: 11.527 14.203 11.745  -0.686
O: 12.138 12.026 10.695  -0.779
C: 13.211 14.109 9.570  -1.314
H: 15.233 14.715 9.151  0.521
H: 14.566 15.376 10.703  -0.796
H: 16.111 13.520 11.186  -0.669
H: 15.101 12.441 10.141  0.614
H: 14.176 14.075 12.580  -0.986
H: 14.169 12.348 12.555  -0.089
H: 12.523 14.811 9.144  0.512
H: 13.262 13.273 8.883  0.501
C: 16.328 13.778 15.447  1.728
C: 14.823 14.096 15.411  0.120
C: 14.646 15.586 15.244  -0.219
S: 16.077 16.090 14.162  0.140
O: 16.845 17.254 14.650  0.366
O: 15.556 16.079 12.800  -0.015
C: 17.097 14.653 14.477  0.337
H: 16.439 12.695 15.288  -0.469
H: 16.695 13.978 16.460  -0.868
H: 14.360 13.843 16.372  0.194
H: 14.285 13.617 14.596  -0.104
H: 14.745 16.064 16.273  -0.875
H: 13.739 15.893 14.766  0.501
H: 18.012 14.997 14.936  -0.224
H: 17.332 14.305 13.459  -0.432
C: 22.784 12.433 12.246  -0.478
C: 22.103 11.869 13.484  -0.616
C: 21.252 12.988 14.154  0.157
S: 21.893 14.591 13.538  0.984
O: 22.449 15.402 14.585  -0.727
O: 20.856 15.109 12.681  -0.382
C: 23.225 13.898 12.526  -0.927
H: 22.076 12.214 11.434  0.124
H: 23.672 11.921 12.043  0.432
H: 22.883 11.422 14.146  0.339
H: 21.457 11.064 13.200  0.302
H: 21.198 12.931 15.247  0.473
H: 20.211 13.009 13.778  -0.566
H: 24.150 13.983 13.106  0.405
H: 23.294 14.531 11.635  0.397
C: 15.181 14.320 21.914  -0.775
C: 16.652 14.261 21.405  -0.471
C: 16.685 13.795 19.909  0.617
S: 14.906 14.073 19.340  0.885
O: 14.220 12.798 19.244  -0.797
O: 14.988 14.923 18.205  -0.195
C: 14.298 14.916 20.767  -0.662
H: 15.068 14.966 22.798  0.428
H: 14.780 13.343 22.202  0.295
H: 17.222 13.636 22.074  0.363
H: 17.075 15.304 21.271  0.107
H: 16.855 12.702 19.736  0.712
H: 17.325 14.424 19.317  -1.113
H: 13.245 14.704 20.876  0.522
H: 14.417 15.986 20.590  0.298

Its total charge is 0. Its frontier orbital gap is 9.8 eV. As for the molar mass: 1657.92 g/mol. The calculation puts the lowest unoccupied orbital energy at 0.04 eV. As for the highest occupied orbital energy: -9.81 eV. As for the strongest force on any atom: 3.26 eV/A.

---

Density functional theory data (wB97M-V/def2-TZVPD) for a structure of composition C8H17NO2Si.

Each line ends with the natural charge from an NBO analysis.
Atoms and positions in Å:
N: 1.906 -1.210 -3.282  -0.331
C: 0.985 -0.518 -3.292  0.293
O: -0.400 2.059 0.974  -0.869
O: -0.592 -0.580 -0.011  -0.948
C: -2.129 0.681 1.772  -0.660
C: 0.431 -2.420 1.212  -0.639
C: -0.160 0.266 -2.926  -0.526
C: -0.976 1.585 2.073  -0.056
C: -0.053 -1.900 -0.166  -0.050
C: 1.972 0.621 0.486  -1.199
C: 0.089 1.372 -1.857  -0.904
Si: 0.220 0.858 -0.013  2.174
H: -2.736 1.094 0.992  0.212
H: -2.751 0.616 2.625  0.210
H: -1.860 -0.391 1.603  0.241
H: 0.662 -3.472 1.070  0.215
H: 1.301 -1.956 1.709  0.214
H: -0.323 -2.227 1.940  0.208
H: -0.468 0.730 -3.933  0.244
H: -1.021 -0.234 -2.536  0.263
H: -0.144 1.032 2.566  0.141
H: -1.212 2.432 2.715  0.179
H: -0.841 -2.493 -0.583  0.189
H: 0.806 -1.901 -0.847  0.181
H: 2.308 -0.334 0.147  0.245
H: 2.122 0.831 1.508  0.244
H: 2.516 1.413 -0.114  0.246
H: 1.056 1.889 -2.080  0.233
H: -0.708 2.158 -1.752  0.251

Its total charge is 0. Its frontier orbital gap is 10.6 eV. The relative energy (zero: lowest compared OMol25 entry of this formula, charge and spin) is 0.736 eV. As for the molar mass: 187.32 g/mol. The calculation puts the lowest unoccupied orbital energy at 0.80 eV. As for the highest occupied orbital energy: -9.78 eV. As for the strongest force on any atom: 5.11 eV/A.